# 1
{"formula": "C8H16", "method": "ωB97M-V/def2-TZVPD", "homo_ev": -8.80, "largest_force_ha_per_bohr": 0.0778, "lumo_energy_ha": 0.03787, "gap_ev": 9.8, "smiles": "C/C=C(\\C)CCCC", "symbols": ["C", "C", "C", "C", "C", "C", "C", "C", "H", "H", "H", "H", "H", "H", "H", "H", "H", "H", "H", "H", "H", "H", "H", "H"], "coordinates": [[0.1786, 0.5711, 3.1959], [0.2360, 0.3124, 1.7064], [0.1746, 1.1405, 0.6469], [0.7756, 2.5517, 0.7988], [0.3180, 0.6327, -0.8145], [-0.8312, -0.2972, -1.2707], [-0.4010, -1.7353, -1.1744], [-0.5174, -2.3485, -2.6023], [0.7683, -0.1916, 3.7614], [0.6175, 1.5992, 3.5239], [-0.8948, 0.5420, 3.5654], [0.2570, -0.7803, 1.5388], [1.8189, 2.4949, 0.4952], [0.6397, 2.8418, 1.8572], [0.1973, 3.1446, 0.1838], [1.2504, 0.1387, -0.9888], [0.4667, 1.5088, -1.4642], [-1.3469, -0.1403, -2.1829], [-1.6760, -0.2684, -0.4615], [-1.1098, -2.3119, -0.5344], [0.6091, -1.8475, -0.7713], [0.5122, -2.1693, -3.0670], [-1.3683, -2.0296, -3.2464], [-0.6745, -3.3582, -2.6953]]}


# 2
{"formula": "C3H4LiO4Rb", "method": "ωB97M-V/def2-TZVPD", "homo_ev": [-11.38, -13.18], "s2": 0.75, "spin_multiplicity": 2, "largest_force_ha_per_bohr": 0.0913, "lumo_energy_ha": [-0.12232, -0.12236], "gap_ev": [8.1, 9.8], "charge": 1, "symbols": ["H", "C", "C", "O", "H", "H", "O", "C", "O", "Rb", "H", "Li", "O"], "coordinates": [[-0.5061, -0.2335, -0.8459], [-0.9141, 0.6404, -0.3312], [-0.3620, 1.5886, 0.6091], [-1.3568, 0.5742, 0.9631], [0.6137, 1.4153, 1.0705], [-0.7458, 2.6109, 0.6334], [-6.6208, -1.8948, 2.6502], [-6.4211, -2.8712, 3.4300], [-5.4714, -3.0116, 4.2155], [-3.6327, -0.7425, 2.8296], [-7.3969, -3.9824, 4.6245], [-8.5273, -2.2560, 2.3947], [-7.5935, -3.4702, 3.7900]]}


# 3
{"formula": "C4H5NO2", "method": "ωB97M-V/def2-TZVPD", "homo_ev": [-9.56, -9.56], "largest_force_ha_per_bohr": 0.0907, "lumo_energy_ha": [-0.04909, -0.04907], "gap_ev": [8.2, 8.2], "symbols": ["C", "C", "C", "C", "N", "O", "O", "H", "H", "H", "H", "H"], "coordinates": [[0.1735, 1.4493, 0.2885], [1.1321, 0.3200, -0.0134], [-1.0854, 0.7111, 0.3495], [-0.9354, -0.7186, -0.1702], [0.4610, -0.8762, -0.4620], [1.3853, -1.0322, 0.6979], [2.2185, 0.7732, -0.6081], [-1.5393, 0.8167, 1.3987], [-1.8696, 1.1069, -0.2506], [-1.3151, -1.4401, 0.6743], [-1.4500, -1.0036, -1.1196], [2.8243, -0.1065, -0.7850]]}


# 4
{"formula": "CH7NO", "method": "ωB97M-V/def2-TZVPD", "homo_ev": -9.54, "largest_force_ha_per_bohr": 0.0384, "lumo_energy_ha": 0.02847, "gap_ev": 10.3, "smiles": "CN.O", "symbols": ["C", "N", "H", "H", "H", "H", "H", "O", "H", "H"], "coordinates": [[-0.9689, 0.1192, 0.7131], [-1.5276, 0.1232, -0.6466], [0.1082, -0.0133, 0.8288], [-1.1073, 1.1505, 1.1028], [-1.5885, -0.5283, 1.3326], [-1.1685, -0.6957, -1.1306], [-1.1282, 0.8883, -1.1832], [2.1178, -0.3474, -0.1112], [2.8379, -0.0212, 0.4534], [1.5599, 0.4224, -0.2531]]}


# 5
{"formula": "C36H27Br2FeN7O3S", "method": "ωB97M-V/def2-TZVPD", "homo_ev": [-6.79, -6.79], "largest_force_ha_per_bohr": 0.0171, "lumo_energy_ha": [0.00395, 0.00394], "gap_ev": [6.9, 6.9], "symbols": ["Fe", "Br", "C", "C", "C", "Br", "C", "C", "C", "C", "N", "C", "C", "O", "H", "H", "H", "H", "N", "C", "C", "N", "C", "C", "N", "C", "C", "N", "H", "H", "H", "H", "H", "H", "O", "C", "C", "C", "C", "C", "C", "C", "N", "C", "C", "N", "H", "H", "H", "H", "H", "H", "H", "O", "S", "C", "C", "C", "C", "C", "C", "C", "C", "C", "C", "C", "C", "H", "H", "H", "H", "H", "H", "H", "H", "H", "H"], "coordinates": [[-0.1178, 0.4357, -0.0270], [-4.7770, 2.3770, 0.7668], [-3.4138, 1.8956, 1.9880], [-3.6304, 2.0696, 3.3601], [-2.6682, 1.7310, 4.2724], [-3.0163, 1.9851, 6.1213], [-1.4288, 1.1980, 3.8461], [-0.3636, 0.8075, 4.6907], [0.7810, 0.2995, 4.1470], [0.8930, 0.1732, 2.7511], [-0.0739, 0.5347, 1.9423], [-1.2320, 1.0345, 2.4617], [-2.2273, 1.3743, 1.4751], [-1.9707, 1.1884, 0.2331], [-4.5739, 2.4775, 3.6951], [-0.4688, 0.9172, 5.7615], [1.6072, -0.0071, 4.7732], [1.7809, -0.2269, 2.2781], [-1.3882, -0.4644, -3.8199], [-0.3807, 0.3912, -4.2178], [0.2151, 0.8206, -3.0737], [-0.4051, 0.2460, -1.9953], [-1.3603, -0.5219, -2.4685], [-2.1574, -1.3271, -1.5636], [-1.8337, -1.3941, -0.3000], [-2.7445, -2.2284, 0.2809], [-3.6387, -2.6650, -0.6532], [-3.2509, -2.0860, -1.8403], [-2.0061, -0.9668, -4.4308], [-0.1932, 0.6104, -5.2530], [1.0440, 1.4941, -2.9440], [-2.7074, -2.4624, 1.3308], [-4.4943, -3.3123, -0.5884], [-3.7405, -2.1607, -2.7134], [1.8576, -0.0184, -0.1366], [2.9217, 0.7126, -0.0923], [4.1887, 0.0730, 0.0003], [5.3704, 0.7704, 0.0320], [5.3747, 2.1672, -0.0196], [4.1643, 2.8178, -0.0930], [2.9407, 2.1357, -0.1225], [1.6981, 2.8922, -0.2021], [0.4704, 2.4091, -0.2768], [-0.3901, 3.4832, -0.3702], [0.3257, 4.6331, -0.3546], [1.6441, 4.2494, -0.2475], [4.1891, -1.0080, 0.0432], [6.3068, 0.2289, 0.0977], [6.3004, 2.7250, -0.0003], [4.1776, 3.9016, -0.1319], [-1.4527, 3.3353, -0.4401], [0.0285, 5.6645, -0.4044], [2.4334, 4.8646, -0.1882], [0.6032, -2.5283, 0.1605], [2.0335, -2.9274, 0.2663], [2.0183, -4.7220, 0.4300], [0.8966, -5.4213, 0.0157], [0.8739, -6.8007, 0.1507], [1.9621, -7.4672, 0.7009], [3.0731, -6.7550, 1.1287], [3.1000, -5.3727, 1.0027], [2.6953, -2.8904, -1.4103], [1.9260, -2.2920, -2.3884], [2.4291, -2.1981, -3.6795], [3.6897, -2.6946, -3.9764], [4.4580, -3.2842, -2.9803], [3.9633, -3.3792, -1.6896], [0.0575, -4.8703, -0.3909], [0.0037, -7.3592, -0.1695], [1.9382, -8.5438, 0.8081], [3.9127, -7.2732, 1.5733], [3.9520, -4.8053, 1.3588], [0.9605, -1.8932, -2.1142], [1.8382, -1.7216, -4.4515], [4.0813, -2.6139, -4.9822], [5.4453, -3.6638, -3.2086], [4.5629, -3.8323, -0.9090]]}


# 6
{"formula": "C27H47HfN5O6SSe3Si", "method": "ωB97M-V/def2-TZVPD", "homo_ev": -6.92, "largest_force_ha_per_bohr": 0.0364, "lumo_energy_ha": -0.00192, "gap_ev": 6.9, "symbols": ["Hf", "O", "C", "C", "C", "C", "C", "C", "C", "O", "N", "O", "O", "H", "H", "H", "H", "O", "C", "C", "C", "O", "C", "Se", "C", "Se", "H", "H", "H", "H", "H", "H", "H", "H", "H", "H", "N", "C", "C", "N", "C", "H", "H", "H", "H", "C", "Si", "C", "C", "Se", "H", "H", "H", "H", "H", "H", "H", "H", "H", "C", "C", "C", "C", "N", "C", "S", "N", "C", "C", "C", "C", "H", "H", "H", "H", "H", "H", "H", "H", "H", "H", "H", "H", "H", "H", "H", "H", "H", "H", "H", "H"], "coordinates": [[-0.0143, 1.5383, 0.4350], [-1.7361, -0.0200, -0.2133], [-2.7929, 0.1769, -0.8037], [-3.4079, 1.4547, -1.0141], [-4.5592, 1.5731, -1.7887], [-5.1056, 2.8110, -2.0254], [-4.4969, 3.9737, -1.5158], [-3.3820, 3.8764, -0.7351], [-2.8226, 2.6113, -0.4186], [-1.8464, 2.5177, 0.4056], [-6.3157, 2.9240, -2.8127], [-6.8072, 1.9007, -3.2634], [-6.7758, 4.0381, -3.0016], [-3.3271, -0.6903, -1.2247], [-5.0286, 0.6939, -2.2120], [-4.9306, 4.9315, -1.7635], [-2.8823, 4.7500, -0.3370], [-0.5383, 4.0019, 5.8160], [-0.7401, 4.6282, 4.5556], [-0.3154, 3.6873, 3.4050], [1.1678, 3.3748, 3.6348], [1.6398, 2.3837, 2.7296], [-1.2370, 2.4538, 3.5085], [-0.7497, 0.6769, 2.7449], [-0.5346, 4.5136, 2.1261], [0.5545, 4.0947, 0.5353], [-0.9348, 4.5433, 6.5021], [-0.1516, 5.5518, 4.4911], [-1.7968, 4.8851, 4.4137], [1.2987, 3.0488, 4.6667], [1.7438, 4.2923, 3.4745], [2.0631, 1.6866, 3.2382], [-2.2057, 2.6983, 3.0730], [-1.3803, 2.2276, 4.5617], [-0.2911, 5.5571, 2.3320], [-1.5795, 4.4603, 1.8259], [4.3268, 1.9670, -0.3619], [4.5394, 1.0153, 0.6070], [3.3022, 0.6363, 1.0178], [2.3454, 1.3336, 0.3134], [3.0020, 2.1251, -0.5081], [5.0276, 2.4588, -0.8857], [5.5200, 0.7032, 0.9178], [3.0322, -0.1062, 1.7482], [2.5590, 2.8218, -1.1971], [0.8030, 3.3142, -4.8206], [1.2483, 1.6164, -4.1399], [0.6140, 0.2147, -5.2293], [3.1229, 1.5231, -3.8699], [0.1553, 1.3133, -2.1143], [1.2841, 3.4852, -5.7873], [1.1206, 4.0957, -4.1291], [-0.2768, 3.4023, -4.9468], [1.0129, 0.2757, -6.2444], [-0.4747, 0.2660, -5.2743], [0.8868, -0.7493, -4.7982], [3.6452, 1.3857, -4.8203], [3.3821, 0.6960, -3.2075], [3.4813, 2.4540, -3.4257], [3.4101, -3.3498, 2.7833], [2.8406, -4.7704, 2.8231], [1.9358, -5.1415, 1.6358], [0.4435, -4.8312, 1.8187], [0.1040, -3.4074, 1.7600], [0.0353, -2.7069, 0.5955], [0.9249, -1.2932, 0.3832], [-0.7413, -3.1421, -0.4007], [-1.8753, -4.0543, -0.3245], [-1.9460, -5.0317, -1.4996], [-0.8931, -6.1461, -1.5152], [0.5057, -5.7033, -1.9462], [4.0641, -3.1804, 3.6404], [2.6345, -2.5859, 2.8006], [3.9910, -3.2008, 1.8713], [2.2891, -4.9243, 3.7562], [3.6819, -5.4658, 2.8429], [2.0038, -6.2203, 1.4711], [2.2975, -4.6527, 0.7263], [0.1062, -5.2116, 2.7848], [-0.1089, -5.3531, 1.0414], [0.5641, -2.8625, 2.4713], [-0.7449, -2.5093, -1.1885], [-2.7916, -3.4557, -0.3201], [-1.8483, -4.5923, 0.6197], [-1.8911, -4.4693, -2.4374], [-2.9358, -5.4923, -1.4627], [-1.2322, -6.9232, -2.2038], [-0.8483, -6.6117, -0.5257], [0.4816, -5.2988, -2.9599], [1.1913, -6.5520, -1.9402], [0.9105, -4.9347, -1.2907]]}


Asked for energy across the records above, the calculation gives -8553.350; -12219.975; -9806.822; -4687.614; -239653.200; -264558.386 eV in order.
Asked for energy above the lowest of the compared OMol25 structures with the same formula, charge and spin across the records above, the calculation gives 169.9; 0.0; 722.9; 30.2; 5.6; 171.6 kJ/mol in order.